Entry 1:
{"formula": "C3H6N2O", "method": "ωB97M-V/def2-TZVPD", "symbols": ["H", "C", "H", "N", "N", "H", "H", "C", "O", "H", "C", "H"], "coordinates": [[2.3650, -0.4980, -0.0487], [0.5513, 0.2598, 0.4202], [-2.2498, -0.4407, -1.0067], [-0.6147, -0.7197, 0.3868], [1.6990, 0.1864, -0.3998], [0.0514, -0.1360, 2.0590], [-1.3903, 1.3635, 0.6485], [-1.1744, -0.3090, -0.8975], [0.7927, 0.4467, 1.7611], [1.4279, -0.0894, -1.3379], [-0.7595, 0.7409, 0.0287], [-0.6035, -0.4962, -1.8044]], "smiles": "N[C@@]1(O)[C@H]2CN21"}

Entry 2:
{"formula": "C3H6N2O", "method": "ωB97M-V/def2-TZVPD", "symbols": ["H", "N", "N", "C", "C", "H", "C", "H", "H", "O", "H", "H"], "coordinates": [[0.1348, 0.0661, 1.9729], [-0.9285, 0.9829, -2.1035], [-1.5688, 0.9945, 0.1349], [-0.7888, 0.0525, 0.1976], [-0.2445, -0.1028, -1.4678], [-0.3448, 1.6968, -2.6017], [-0.3205, -0.7096, 1.3699], [-1.1505, -0.9126, 1.9381], [0.1445, -1.6412, 1.0347], [-1.6603, 1.6412, -1.0563], [-0.6988, -1.0708, -1.6638], [0.7591, -0.0810, -1.4389]], "smiles": "CC1=NONC1"}

Entry 3:
{"formula": "C3H6N2O", "method": "ωB97M-V/def2-TZVPD", "symbols": ["O", "H", "H", "H", "C", "H", "H", "H", "C", "N", "N", "C"], "coordinates": [[0.5473, -0.2541, -1.8810], [1.6336, -2.2676, -0.5741], [0.0985, -2.4675, 0.3077], [-0.6813, -0.1665, 1.0276], [0.2962, -0.5658, -0.7378], [-1.2435, 3.1393, 0.9007], [1.3411, -1.3691, 0.9323], [-0.5912, 1.9784, -0.9747], [0.8772, -1.7530, 0.0165], [-0.5341, 0.1817, 0.0902], [-1.1232, 2.1456, 1.0741], [-0.7649, 1.5469, 0.0131]], "smiles": "[H]/N=C/NC(C)=O"}

Entry 4:
{"formula": "C3H6N2O", "method": "ωB97M-V/def2-TZVPD", "symbols": ["O", "C", "H", "H", "N", "H", "H", "N", "H", "C", "C", "H"], "coordinates": [[-0.9887, 0.5237, 1.3457], [-1.6760, -0.0642, 0.2711], [-0.0507, 0.3530, 1.1830], [-1.2709, -1.0537, 0.0300], [2.1490, -0.3041, 0.2533], [2.2816, -0.5916, 1.2184], [2.8195, 0.3911, -0.0737], [-1.4133, 1.4049, -1.9032], [1.2509, -0.4079, -1.4682], [-1.5664, 0.7612, -0.9542], [1.1903, -0.8575, -0.4570], [-2.7253, -0.1551, 0.5546]]}

Entry 5:
{"formula": "C3H6N2O", "method": "ωB97M-V/def2-TZVPD", "symbols": ["H", "H", "H", "H", "H", "H", "N", "C", "N", "C", "O", "C"], "coordinates": [[1.4491, 1.6213, 1.6092], [0.3979, -0.4799, -1.7202], [2.1294, -1.2194, -0.3146], [-0.2486, 1.7657, 0.8896], [-1.7740, -0.9100, -1.4711], [-2.7860, -0.6563, 0.6067], [0.0508, -0.3084, -0.7890], [0.9604, 0.2414, 0.1332], [-1.8011, -0.4172, 0.5741], [0.7080, 1.2832, 0.9106], [2.1840, -0.3677, 0.1301], [-1.2699, -0.5527, -0.5585]], "smiles": "[H]/N=C/NC(=C)O"}

Entry 6:
{"formula": "C3H6N2O", "method": "ωB97M-V/def2-TZVPD", "symbols": ["C", "H", "H", "O", "C", "N", "H", "H", "N", "C", "H", "H"], "coordinates": [[-1.2249, -1.2918, 0.6332], [-2.3750, -0.2331, -0.5879], [0.1148, 1.8074, -0.4884], [2.0460, -0.6793, 0.5399], [1.2142, 1.4016, -0.3971], [-1.4575, -0.1170, -0.1416], [1.7788, 1.8832, 0.3146], [-1.8222, -2.1968, 0.6888], [-0.5371, -1.0937, -0.6275], [1.3334, 0.0530, 0.0049], [-0.6404, -1.0882, 1.4774], [1.5699, 1.5548, -1.4163]]}

Entry 7:
{"formula": "C3H6N2O", "method": "ωB97M-V/def2-TZVPD", "symbols": ["H", "C", "C", "H", "C", "O", "H", "H", "N", "H", "H", "N"], "coordinates": [[-0.7178, -1.7941, -0.0027], [-0.7499, -0.9540, -0.7152], [-0.6458, 0.8664, 0.1401], [2.0628, -1.1096, 0.0962], [0.4438, 0.0616, -0.5130], [-1.6855, 0.0437, -0.2260], [-1.0486, -1.3145, -1.7019], [1.3863, 0.5265, -0.9432], [-0.6255, 1.8559, 0.9104], [1.5408, 0.0265, 1.3150], [-1.5566, 2.0534, 1.2766], [1.5959, -0.2618, 0.3636]]}

Entry 8:
{"formula": "C3H6N2O", "method": "ωB97M-V/def2-TZVPD", "symbols": ["H", "H", "C", "C", "N", "C", "H", "H", "H", "O", "H", "N"], "coordinates": [[-0.2283, -1.3141, -1.0044], [-1.4495, 0.6912, -0.5931], [0.7661, 1.1452, -1.7898], [0.6027, 0.7130, -0.4315], [-0.7177, 0.5094, 0.1053], [0.1878, -0.6830, -0.2325], [0.7993, -1.2733, 0.4708], [-1.0425, -0.3124, 1.4734], [-0.1957, -0.8368, 2.6083], [-0.8602, -1.1334, 1.9808], [1.2679, 1.1106, 0.3269], [0.8701, 1.3837, -2.9141]], "smiles": "N#C[C@@H]1CN1.O"}

Values of relative energy (zero: lowest compared OMol25 entry of this formula, charge and spin), in order: 3.2875; 5.3180; 0.5126; 3.7839; 1.7032; 5.7417; 3.8206; 3.2081, all in eV.